(1)
Entry from the OMol25 dataset: a cluster of 2 separate species, C2H4NO4 in total (wB97M-V/def2-TZVPD).

Results
- M: 106.1 u
- Spin multiplicity: 1
- Total energy: -11821.5741 eV
- Total charge: -1

Structure (XYZ):
```
11
Properties=species:S:1:pos:R:3:forces:R:3
O 0.9751 1.6433 2.1423 0.016 -0.230 0.005
C 0.7156 0.4628 1.9831 -0.037 0.658 0.043
N -0.1525 -0.0662 1.1027 0.074 -0.143 0.189
C -0.9828 0.6362 0.0806 -0.108 -0.460 -0.407
O -0.9604 0.0408 -1.0230 -0.066 -0.116 0.181
O -1.6085 1.6095 0.4535 -0.049 0.432 0.185
H 1.2370 -0.2913 2.6035 -0.102 -0.251 -0.078
H -0.1697 -1.0695 1.0272 0.174 -0.001 -0.116
H 0.1139 -0.9597 -2.0463 0.294 0.337 0.287
H 0.1267 -0.8558 -3.5165 0.183 0.021 -0.209
O 0.7056 -1.1502 -2.8073 -0.378 -0.247 -0.081
```
Forces are in eV/Å.

(2)
Entry from the OMol25 dataset: a structure of composition C17H24AgF5N3OTa (wB97M-V/def2-TZVPD).

Results
- M: 670.2 u
- Spin multiplicity: 1
- Total energy: -43656.7399 eV
- Total charge: +2

Structure (XYZ):
```
52
Properties=species:S:1:pos:R:3:forces:R:3
N -2.0675 -0.3432 0.6398 -3.458 -1.781 0.173
C -3.1469 -1.0597 0.7226 1.181 0.152 0.210
O -4.0956 -1.7455 0.8201 2.997 2.395 -0.401
Ag -0.2457 2.9721 1.2947 -1.207 2.551 3.967
Ta -0.2147 0.1734 0.5176 -0.800 -2.574 -0.421
N 0.2826 2.0166 -0.2720 0.975 -2.859 -3.153
N 0.4554 -1.2635 -0.5837 0.734 1.330 1.649
C -0.4822 2.5230 -1.4654 -0.005 0.723 -0.195
C 0.0772 -2.3024 -1.5491 -0.168 -0.553 -0.421
C -0.1466 4.0135 -1.6047 -0.201 -0.097 -0.344
C -0.0816 1.7770 -2.7349 0.029 -0.062 -0.246
C -1.9646 2.3460 -1.1794 -0.221 0.110 -0.182
C -0.0872 -3.6268 -0.8027 -0.047 -0.114 0.063
C 1.1628 -2.4262 -2.6179 0.036 0.028 -0.094
C -1.2437 -1.9276 -2.1981 -0.195 -0.049 -0.360
H -0.3292 4.5474 -0.6606 -0.055 0.077 -0.173
H -0.7943 4.4520 -2.3757 0.291 0.024 0.204
H 0.9018 4.1568 -1.8894 -0.285 0.136 0.010
H 0.9376 2.0434 -3.0449 -0.335 -0.178 -0.078
H -0.7694 2.0784 -3.5416 0.337 -0.138 0.244
H -0.1458 0.6840 -2.6164 0.036 0.414 -0.031
H -2.2372 1.2983 -0.9726 -0.015 0.420 -0.322
H -2.5278 2.6967 -2.0584 0.043 -0.211 0.416
H -2.2732 2.9568 -0.3155 -0.086 -0.102 -0.201
H 0.8636 -3.9558 -0.3711 -0.230 -0.127 -0.094
H -0.4346 -4.3949 -1.5074 0.158 0.178 0.252
H -0.8261 -3.5271 0.0009 0.098 -0.081 -0.130
H 2.0931 -2.8226 -2.1971 -0.130 0.040 -0.164
H 1.3622 -1.4525 -3.0820 0.001 -0.174 0.006
H 0.8172 -3.1176 -3.3977 0.164 0.179 0.209
H -1.5181 -2.7404 -2.8884 -0.036 0.367 0.248
H -1.1564 -1.0074 -2.7901 -0.100 -0.222 0.109
H -2.0470 -1.8117 -1.4628 0.154 -0.118 -0.236
C 1.7630 2.1413 -0.4207 0.465 0.526 0.170
H 2.2757 1.2064 -0.1472 -0.019 0.202 -0.057
H 2.0203 2.4089 -1.4551 0.017 -0.314 0.477
H 2.1320 2.9364 0.2505 0.149 -0.419 -0.435
C 1.8053 -1.4091 0.0625 0.144 -0.202 -0.728
H 1.9049 -0.7567 0.9623 0.085 -0.227 -0.247
H 1.9487 -2.4431 0.4147 -0.122 0.510 0.126
H 2.6114 -1.1529 -0.6436 -0.291 -0.026 0.276
F -0.8777 -2.2009 2.4081 0.216 1.284 0.788
C -0.3823 -1.1946 3.2117 0.263 -0.404 -0.434
C 0.2654 -0.0885 2.6051 0.360 -0.074 0.927
C 1.0094 0.7276 3.4974 -0.073 -0.283 -0.287
F 1.8475 1.7010 3.0070 -0.979 -0.494 0.074
C 0.9855 0.5435 4.8733 0.641 0.732 0.493
F 1.6889 1.3609 5.6846 -0.692 -0.822 -0.818
C 0.2391 -0.5017 5.4206 -0.115 -0.095 1.264
F 0.2005 -0.6685 6.7554 0.087 0.197 -1.687
C -0.4389 -1.3884 4.5879 -0.594 -0.874 0.146
F -1.1170 -2.4320 5.1094 0.796 1.099 -0.564
```
Forces are in eV/Å.

(3)
Entry from the OMol25 dataset: a structure of composition C22H49N2OP3SSc (wB97M-V/def2-TZVPD).

Results
- M: 527.6 u
- Spin multiplicity: 1
- Total energy: -88011.4296 eV
- Total charge: +3

Structure (XYZ):
```
79
Properties=species:S:1:pos:R:3:forces:R:3
Sc 0.6339 -0.1334 -1.8023 0.771 0.483 6.351
P -1.0982 0.6767 1.0974 1.205 1.600 1.667
P -1.8305 0.7047 -2.5327 -1.631 0.979 -1.491
P 2.3406 0.0754 1.3694 0.417 -0.045 0.400
H 1.0007 0.9521 -4.6188 -0.563 -0.371 0.411
C 1.4695 0.3445 -3.8439 1.883 -1.902 -2.390
C 1.1964 -1.0077 -3.6310 1.286 1.458 -3.387
H 0.4400 -1.5308 -4.2289 0.094 0.188 0.366
C -1.3064 2.4170 1.5028 -0.168 0.011 -0.304
C -2.7847 0.1099 0.9633 -0.697 -0.486 -1.000
C -0.7128 0.0064 2.7461 0.201 -0.352 -0.140
C -1.6502 0.8610 -4.3685 0.357 -0.668 -0.004
C -3.4774 -0.1562 -2.6299 -0.023 -0.475 0.293
C -2.2774 2.4785 -2.2386 0.266 0.007 0.367
C 4.0630 -0.2373 0.7872 -0.187 -0.381 -0.337
C 2.5372 -0.6979 3.0328 -0.163 0.007 -0.009
C 2.4437 1.8475 1.8231 -0.025 0.080 -0.075
H 2.3952 0.8235 -3.4906 -0.365 -0.295 0.148
H 1.9435 -1.6459 -3.1204 -0.300 0.294 0.263
H -2.2133 2.4270 2.1113 0.106 0.515 0.031
H -1.4332 3.0135 0.5897 -0.050 0.013 0.390
H -0.4466 2.7652 2.0824 -0.152 0.072 -0.181
H -3.2175 0.4339 1.9230 0.157 -0.032 -0.372
H -2.8470 -0.9809 0.9070 -0.031 0.137 -0.147
H -3.3485 0.5861 0.1597 0.052 -0.127 0.067
H -0.0532 0.6974 3.2907 -0.078 -0.446 -0.274
H -0.3326 -1.0259 2.7174 0.006 0.475 0.029
H -1.6956 0.0052 3.2530 0.487 0.013 -0.166
H -2.6361 1.1430 -4.7493 0.249 -0.052 -0.066
H -1.3498 -0.1122 -4.7924 -0.231 0.415 -0.046
H -0.9191 1.6148 -4.6556 -0.137 0.060 0.048
H -4.1207 0.3823 -3.3433 0.358 0.000 0.272
H -4.0267 -0.2399 -1.6798 0.356 0.035 -0.301
H -3.3250 -1.1754 -3.0265 -0.067 0.464 0.130
H -2.6667 2.8845 -3.1860 0.037 -0.138 0.439
H -1.3595 3.0328 -1.9798 -0.402 -0.034 -0.067
H -3.0310 2.6124 -1.4458 0.323 -0.053 -0.268
H 4.6643 -0.6125 1.6331 -0.155 0.236 -0.460
H 4.5078 0.6736 0.3656 -0.085 -0.361 0.149
H 4.0081 -1.0141 0.0055 0.342 0.278 0.275
H 3.3860 -0.1936 3.5256 -0.353 -0.370 -0.001
H 2.7606 -1.7708 2.8876 -0.006 0.536 0.237
H 1.6242 -0.5811 3.6368 0.582 -0.171 -0.049
H 3.4753 2.0751 2.1031 -0.160 0.168 0.152
H 1.7755 2.0712 2.6598 0.151 0.050 0.011
H 2.1733 2.4762 0.9692 0.087 -0.062 0.215
C 3.1695 1.9137 -1.5796 0.670 0.654 -0.470
C 2.8762 3.2627 -1.3171 0.104 -0.570 0.228
C 3.8916 4.2064 -1.3090 -0.391 0.015 -0.400
C 5.1711 3.8386 -1.7358 -0.261 -0.229 0.482
C 5.4304 2.5227 -2.1414 0.523 0.694 -0.599
C 4.4345 1.5658 -2.1359 -1.035 -0.301 0.579
O 2.2257 0.9950 -1.2676 -2.322 -1.166 -2.002
H 0.0966 0.8944 0.1861 -1.348 -1.125 0.932
H 1.8374 3.5028 -1.0837 0.311 0.126 0.235
H 3.6300 5.2198 -0.9952 0.383 -0.237 -0.262
H 5.9501 4.5849 -1.7265 0.168 -0.060 -0.070
H 6.4324 2.2732 -2.5195 -0.577 0.078 0.176
H 4.6058 0.5694 -2.5518 0.073 0.149 0.500
C -2.4783 -3.0263 -1.1393 -0.221 0.325 -0.065
N -2.2520 -3.2898 0.2761 1.418 -0.088 0.272
C -3.1583 -4.2810 0.8686 -0.591 -0.276 0.213
C -0.9771 -3.1511 0.7422 -1.306 -0.816 0.717
S 0.2537 -2.4193 -0.2546 0.297 0.078 0.233
N -0.7023 -3.6699 1.9832 0.198 0.917 -0.938
C -1.6053 -3.5316 3.1463 -0.280 -0.194 0.123
C 0.6650 -4.0760 2.3214 0.360 0.000 -0.124
H -1.9849 -3.7867 -1.7647 -0.172 0.219 0.146
H -2.0735 -2.0384 -1.3783 -0.213 -0.303 -0.082
H -3.5563 -3.0389 -1.3016 0.153 0.039 -0.157
H -2.6435 -5.2188 1.1380 -0.059 0.471 -0.119
H -3.6787 -3.8758 1.7462 0.168 -0.259 -0.302
H -3.9229 -4.5032 0.1223 0.153 -0.093 0.161
H -2.0430 -4.5085 3.4164 0.127 0.483 -0.060
H -1.0318 -3.1653 4.0190 -0.118 -0.156 -0.543
H -2.4084 -2.8104 2.9350 0.332 -0.288 0.102
H 1.1057 -4.6160 1.4794 -0.033 0.091 0.195
H 1.2950 -3.2153 2.5635 -0.097 -0.084 -0.007
H 0.6407 -4.7424 3.1914 -0.156 0.150 -0.268
```
Forces are in eV/Å.